[1]
The following is a quantum chemistry calculation of a structure of composition C34H57LuN3O3Si, from the Open Molecules 2025 dataset.

```
! RIJCOSX wB97M-V def2-TZVPD def2/J DEFGRID3
* xyz 1 1
O 0.814 -2.336 -1.008
O -1.341 -2.067 -3.922
C 2.104 -2.594 -1.873
C 2.987 -3.498 -1.083
H 2.462 -1.590 -2.058
H 1.769 -3.037 -2.808
H 3.227 -3.021 -0.124
H 3.932 -3.676 -1.604
H 2.532 -4.477 -0.886
C -0.258 -3.439 -0.916
C -0.085 -4.421 -2.023
H -1.221 -2.923 -0.943
H -0.088 -3.852 0.082
H -0.245 -3.944 -3.002
H -0.855 -5.193 -1.925
H 0.894 -4.922 -2.004
C -2.676 -1.810 -3.500
C -0.812 -1.315 -5.008
C -3.494 -3.089 -3.576
H -3.132 -1.008 -4.109
H -2.648 -1.463 -2.451
H -3.552 -3.444 -4.611
H -4.507 -2.888 -3.208
H -3.043 -3.887 -2.966
C -1.004 -2.032 -6.335
H 0.261 -1.194 -4.804
H -1.259 -0.305 -5.044
H -0.631 -3.062 -6.298
H -0.456 -1.485 -7.106
H -2.065 -2.063 -6.603
H 0.520 -1.334 -1.018
N 1.647 1.224 2.085
C 1.579 2.484 2.556
C 0.429 3.276 2.406
C -0.878 2.855 2.104
C 2.773 3.098 3.225
H 3.652 3.112 2.563
H 3.025 2.574 4.158
H 2.507 4.133 3.476
C -1.950 3.906 2.089
H -2.576 3.873 2.992
H -2.592 3.814 1.203
H -1.471 4.892 2.053
N -1.233 1.559 1.905
C 2.800 0.393 2.341
C 3.766 0.222 1.330
C 3.662 0.924 0.011
C 4.849 -0.616 1.574
H 5.586 -0.749 0.773
C 4.995 -1.239 2.805
H 5.847 -1.898 2.983
C 4.056 -1.032 3.814
H 4.167 -1.508 4.791
C 2.956 -0.207 3.600
C 1.953 -0.012 4.696
C -2.533 1.075 2.283
C -3.438 0.667 1.278
C -3.108 0.824 -0.173
C -4.687 0.170 1.638
H -5.377 -0.131 0.850
C -5.043 0.085 2.986
H -6.015 -0.309 3.270
C -4.153 0.526 3.971
H -4.436 0.476 5.023
C -2.885 1.006 3.648
C -1.952 1.405 4.754
Lu 0.149 0.175 0.891
H 3.174 0.287 -0.748
H 4.678 1.132 -0.361
H 3.128 1.883 0.065
H 1.338 0.892 4.607
H 2.484 0.042 5.658
H 1.272 -0.874 4.760
H -3.928 0.410 -0.775
H -2.196 0.287 -0.494
H -3.002 1.885 -0.443
H -0.941 0.978 4.687
H -2.397 1.037 5.689
H -1.851 2.493 4.866
H 0.569 4.343 2.589
C 0.345 0.314 -1.568
Si 0.340 2.069 -2.178
H 1.251 -0.025 -2.089
H -0.477 -0.141 -2.147
C 1.576 2.076 -3.585
C 0.794 3.436 -0.995
C -1.331 2.429 -2.925
H -1.808 1.527 -3.331
H -1.156 3.132 -3.750
H -2.011 2.892 -2.203
H 2.568 1.735 -3.266
H 1.652 3.108 -3.944
H 1.241 1.429 -4.406
H 1.635 3.230 -0.321
H -0.061 3.767 -0.392
H 1.095 4.279 -1.637
O -1.153 -2.303 4.181
C -0.728 -1.933 3.138
N -0.298 -1.492 2.098
*
```

## Properties
* LUMO: -2.30 eV
* HOMO level: -10.5558 eV
* strongest force on any atom: 1.69 eV/A


[2]
The following is a quantum chemistry calculation of a structure of composition C17H23F3FeN5O, from the Open Molecules 2025 dataset.

```
! RIJCOSX wB97M-V def2-TZVPD def2/J DEFGRID3
* xyz 0 6
Fe -0.836 0.389 0.265
C -1.546 3.308 1.204
C -1.150 2.872 2.564
N -0.113 -0.101 1.997
C 1.292 -0.088 2.292
C 2.089 0.019 1.015
C 3.466 -0.181 0.950
C 4.092 -0.105 -0.279
C 3.337 0.141 -1.420
C 1.973 0.317 -1.279
C 1.055 0.476 -2.478
N -0.219 1.060 -2.112
C -0.296 2.510 -2.256
C -1.174 3.133 -1.188
N -0.753 2.673 0.134
N 1.384 0.287 -0.082
H -1.455 4.406 1.134
H -2.590 3.062 1.006
H -1.901 2.693 3.320
H -0.124 2.982 2.893
H -0.659 -0.164 2.844
H 1.653 -0.996 2.802
H 1.618 0.746 2.943
H 4.022 -0.399 1.853
H 5.164 -0.245 -0.356
H 3.796 0.189 -2.400
H 0.880 -0.514 -2.898
H 1.577 1.061 -3.245
H -0.995 0.570 -2.536
H -0.654 2.810 -3.247
H 0.719 2.907 -2.156
H -2.208 2.837 -1.335
H -1.124 4.227 -1.274
H 0.230 2.890 0.271
F -3.690 1.337 -0.777
C -2.925 0.329 -0.207
F -3.376 0.384 1.155
F -3.560 -0.804 -0.678
O -0.564 -1.549 -0.981
N -0.575 -2.727 -0.442
C -1.747 -3.269 -0.054
C -1.773 -4.520 0.529
C -0.595 -5.219 0.727
C 0.596 -4.631 0.336
C 0.586 -3.379 -0.242
H -2.603 -2.637 -0.240
H -2.729 -4.926 0.828
H -0.603 -6.199 1.183
H 1.546 -5.127 0.478
H 1.461 -2.832 -0.562
*
```

## Properties
* ΔE to the lowest compared entry with this formula, charge and spin: 0.0 kcal/mol
* LUMO (alpha / beta): 0.43 / 0.39 eV
* HOMO level (alpha / beta): -6.7119 / -6.8556 eV
* strongest force on any atom: 1.14 eV/A


[3]
The following is a quantum chemistry calculation of a structure of composition C3H5MgO3, from the Open Molecules 2025 dataset.

```
! RIJCOSX wB97M-V def2-TZVPD def2/J DEFGRID3
* xyz -1 1
H 1.574 -0.462 -1.606
C 1.218 -0.796 -0.614
C -0.211 -0.400 -0.357
O -1.472 -0.445 0.351
C -1.990 0.497 1.058
O -2.654 1.265 0.197
Mg 3.618 0.792 0.832
O 1.862 -0.105 0.460
H 1.295 -1.881 -0.419
H 0.623 0.289 0.750
H -0.649 -0.621 -1.351
H -3.215 1.867 0.699
*
```

## Properties
* ΔE to the lowest compared entry with this formula, charge and spin: 76.7 kcal/mol
* LUMO: 3.38 eV
* HOMO level: -1.9337 eV
* strongest force on any atom: 5.17 eV/A


[4]
The following is a quantum chemistry calculation of a cluster of 2 separate species, C2H5BS2 in total, from the Open Molecules 2025 dataset.

```
! RIJCOSX wB97M-V def2-TZVPD def2/J DEFGRID3
* xyz 0 1
C -1.447 -0.324 0.606
C -1.379 -0.488 -0.848
S -0.605 1.066 -0.276
H -2.308 -0.042 1.015
H -0.771 -0.938 1.149
H -0.653 -1.216 -1.258
H -2.209 -0.368 -1.415
B 3.254 0.922 0.292
S 2.922 -0.559 -0.189
H 3.196 1.946 0.925
*
```

## Properties
* ΔE to the lowest compared entry with this formula, charge and spin: 41.9 kcal/mol
* LUMO: 0.42 eV
* HOMO level: -8.6782 eV
* structure (SMILES): C1CS1.B=S
* strongest force on any atom: 4.04 eV/A